No. 1
ORCA calculation (ωB97M-V/def2-TZVPD) on 8 unconnected molecules or ions with the total composition C39H92N4O8.

Geometry (Å):
C 11.65 8.70 9.54
C 11.75 9.55 10.80
C 12.24 8.80 12.01
C 12.71 10.75 10.59
C 12.54 12.04 11.49
C 11.06 12.42 11.53
C 10.13 11.25 11.81
C 10.25 10.80 13.22
C 8.71 11.77 11.48
N 10.38 10.10 10.85
O 9.54 8.99 11.25
H 12.64 8.56 9.03
H 11.19 7.70 9.70
H 11.08 9.29 8.76
H 12.60 9.41 12.80
H 11.49 8.11 12.39
H 13.15 8.17 11.83
H 13.77 10.42 10.51
H 12.54 11.17 9.63
H 13.10 11.99 12.45
H 13.06 12.78 10.92
H 10.81 12.75 10.60
H 10.78 13.21 12.17
H 9.60 9.92 13.29
H 9.78 11.65 13.82
H 11.21 10.56 13.59
H 8.47 12.67 12.01
H 7.88 11.04 11.62
H 8.72 11.97 10.35
H 8.91 8.78 10.53
C 16.13 16.98 17.98
C 17.07 15.73 17.81
C 16.48 14.76 16.79
C 18.45 16.32 17.41
C 19.59 15.30 17.45
C 19.68 14.72 18.88
C 18.39 14.03 19.30
C 18.06 12.72 18.53
C 18.48 13.73 20.83
N 17.33 15.13 19.13
O 16.14 14.62 19.53
H 15.17 16.61 18.10
H 16.36 17.50 18.90
H 16.04 17.72 17.15
H 17.13 13.92 16.61
H 15.58 14.36 17.29
H 16.09 15.24 15.88
H 18.41 16.85 16.45
H 18.71 17.14 18.06
H 19.49 14.47 16.70
H 20.48 15.84 17.15
H 19.93 15.55 19.58
H 20.47 14.00 19.11
H 18.52 11.90 19.03
H 18.42 12.77 17.50
H 16.97 12.56 18.57
H 17.62 13.10 21.05
H 18.53 14.71 21.37
H 19.39 13.17 21.04
H 15.90 15.10 20.35
C 15.72 18.73 14.00
C 14.41 19.43 13.70
C 14.11 20.33 14.88
C 14.53 20.21 12.42
C 13.14 20.53 11.85
C 12.25 19.30 11.68
C 12.04 18.58 12.98
C 11.06 19.30 13.88
C 11.48 17.17 12.62
N 13.36 18.37 13.56
O 13.28 17.54 14.74
H 16.56 19.49 13.99
H 15.73 18.26 15.00
H 15.95 17.87 13.26
H 13.95 19.65 15.71
H 14.83 21.04 15.20
H 13.23 20.93 14.76
H 15.09 21.14 12.60
H 15.07 19.57 11.73
H 12.62 21.23 12.52
H 13.20 21.10 10.97
H 12.57 18.60 10.92
H 11.20 19.71 11.38
H 10.98 18.74 14.79
H 10.10 19.24 13.34
H 11.38 20.31 14.16
H 11.23 16.56 13.50
H 12.29 16.71 12.06
H 10.63 17.21 11.89
H 13.78 16.69 14.51
C 12.41 13.78 7.99
O 13.15 14.29 9.04
C 14.01 15.32 8.59
C 14.96 15.62 9.82
C 15.85 16.83 9.42
N 15.64 14.34 10.13
H 11.80 14.63 7.61
H 11.75 12.93 8.28
H 13.11 13.47 7.19
H 14.63 14.88 7.81
H 13.47 16.20 8.26
H 14.41 15.94 10.65
H 16.14 16.87 8.39
H 16.81 16.80 10.05
H 15.34 17.76 9.71
H 16.28 14.07 9.36
H 14.98 13.62 10.15
C 11.31 16.20 17.30
C 11.53 17.51 18.06
O 12.38 17.41 19.16
H 12.30 15.72 17.15
H 10.84 16.37 16.36
H 10.64 15.49 17.86
H 10.53 17.86 18.40
H 11.94 18.35 17.37
H 13.11 16.80 19.01
C 7.52 14.96 13.05
C 8.43 14.70 14.24
O 7.85 14.88 15.51
H 7.95 14.51 12.15
H 7.31 16.01 12.86
H 6.56 14.51 13.25
H 9.42 15.29 14.19
H 8.84 13.64 14.15
H 8.52 14.50 16.15
C 17.76 13.59 13.48
C 17.94 15.04 13.10
O 16.68 15.48 12.47
H 16.97 13.36 14.21
H 18.68 13.25 13.86
H 17.63 13.02 12.60
H 18.77 15.13 12.31
H 18.09 15.73 13.92
H 16.53 14.87 11.67
C 12.60 13.57 14.96
C 13.78 13.89 14.04
O 14.58 14.96 14.50
H 11.94 14.47 15.03
H 13.05 13.35 15.91
H 12.03 12.64 14.62
H 13.41 14.05 13.05
H 14.38 12.93 13.88
H 15.27 15.05 13.77

Its total energy is -64268.9007 eV. The value obtained for the HOMO energy is -7.90 eV. The SMILES is CC1(C)CCCC(C)(C)N1O.CC1(C)CCCC(C)(C)N1O.CC1(C)CCCC(C)(C)N1O.COC[C@H](C)N.CCO.CCO.CCO.CCO. The value obtained for the LUMO energy is 0.44 eV. Its total charge is 0. As for the orbital gap: 8.35 eV. For the energy above the lowest of the compared OMol25 structures with the same formula, charge and spin, the calculation gives 191.1 kJ/mol.

***

No. 2
ORCA calculation (ωB97M-V/def2-TZVPD) on a molecular structure, C19H23N3O6Si2Ta.

Geometry (Å):
Ta 2.09 -16.91 3.70
C -0.67 -19.02 1.86
Si 0.87 -18.97 2.85
C 2.31 -18.32 1.73
C 1.56 -20.65 3.33
C 0.97 -21.92 2.96
C 1.53 -23.13 3.35
C 2.70 -23.05 4.11
C 3.35 -21.82 4.38
C 2.74 -20.60 4.05
Si 3.50 -18.98 4.63
C 5.32 -18.69 4.10
C 3.62 -19.13 6.48
H -0.41 -19.18 0.76
H -1.30 -18.10 1.91
H -1.35 -19.82 2.22
H 2.15 -19.16 1.01
H 3.27 -18.77 2.15
H 2.47 -17.36 1.20
H 0.13 -21.90 2.29
H 1.01 -24.07 3.14
H 3.33 -23.88 4.31
H 4.29 -21.82 4.94
H 5.93 -19.52 4.31
H 5.66 -17.83 4.76
H 5.56 -18.43 3.03
H 4.07 -20.18 6.76
H 2.66 -19.01 7.02
H 4.45 -18.49 6.84
O 2.13 -14.31 9.24
C 2.09 -14.87 8.21
C 0.80 -15.34 7.41
O -0.35 -15.11 7.73
C 1.42 -15.91 6.23
C 2.79 -15.94 6.27
O 3.43 -16.29 5.19
C 3.34 -15.34 7.48
O 4.49 -15.13 7.74
O 0.83 -16.42 5.18
C -2.02 -13.21 1.78
N -0.74 -13.95 1.99
C 0.54 -13.62 1.49
C 1.33 -14.81 2.09
O 2.57 -15.05 2.13
N 0.48 -15.74 2.63
C -0.73 -15.08 2.71
N -1.79 -15.66 3.35
H -2.46 -12.96 2.72
H -2.67 -13.78 1.12
H -1.95 -12.29 1.32
H 0.92 -12.66 1.78
H 0.67 -13.77 0.41
H -1.77 -16.24 4.10
H -2.66 -15.17 3.40

Its total energy is -54131.5031 eV. The value obtained for the HOMO energy is -11.23 eV. The value obtained for the LUMO energy is -3.77 eV. Its total charge is +1. As for the orbital gap: 7.45 eV. For the energy above the lowest of the compared OMol25 structures with the same formula, charge and spin, the calculation gives 85.6 kJ/mol.

***

No. 3
ORCA calculation (ωB97M-V/def2-TZVPD) on C9H18N2O3 in the gas phase.

Geometry (Å):
C -2.32 0.56 1.70
C -3.03 0.99 0.36
C -4.32 0.01 0.22
C -2.05 0.86 -0.85
C -1.22 -0.48 -0.92
N -2.03 -1.67 -0.93
C 0.00 -0.66 0.00
O 0.48 -1.73 0.19
N 0.71 0.50 0.51
C 1.86 0.57 -0.38
C 2.16 2.05 -0.77
C 3.12 -0.19 0.24
O 3.05 -0.71 1.34
O 4.26 -0.21 -0.38
H -1.70 1.45 1.88
H -2.89 0.62 2.59
H -1.72 -0.42 1.48
H -3.35 2.06 0.28
H -5.33 0.43 0.16
H -4.18 -0.43 -0.78
H -4.14 -0.80 0.96
H -1.41 1.64 -0.89
H -2.56 0.76 -1.94
H -0.63 -0.45 -1.88
H -1.48 -2.35 -1.37
H -2.93 -1.83 -1.60
H 1.04 0.34 1.44
H 1.42 0.00 -1.24
H 3.01 2.45 -0.26
H 2.55 2.00 -1.81
H 1.20 2.38 -0.95
H 4.82 -0.83 0.08

Its total energy is -18744.7988 eV. The value obtained for the HOMO energy is -9.32 eV. The SMILES is CC(C)C[C@H](N)C(=O)N[C@@H](C)C(=O)O. The value obtained for the LUMO energy is 0.64 eV. Its total charge is 0. As for the orbital gap: 9.96 eV. For the energy above the lowest of the compared OMol25 structures with the same formula, charge and spin, the calculation gives 406.9 kJ/mol.

***

No. 4
ORCA calculation (ωB97M-V/def2-TZVPD) on a molecular structure, C21H17MoN7O6SSe3Te.

Geometry (Å):
Mo -0.89 0.82 -0.82
O -5.89 -2.81 -0.93
C -4.79 -2.03 -0.99
C -4.31 -1.45 -2.17
C -3.18 -0.66 -2.11
N -2.48 -0.46 -0.98
C -3.01 -0.92 0.17
C -4.14 -1.71 0.20
C -2.45 -0.21 1.37
O -2.72 -0.53 2.50
O -1.73 0.81 1.02
C -2.78 0.34 -3.16
O -3.15 0.31 -4.32
O -2.04 1.25 -2.62
H -6.31 -2.87 -1.80
H -4.83 -1.56 -3.11
H -4.54 -2.03 1.15
N 1.56 -2.55 -0.21
C 1.55 -2.27 1.13
C 2.30 -2.79 2.17
C 2.07 -2.26 3.43
C 1.13 -1.26 3.63
C 0.41 -0.71 2.59
C 0.63 -1.21 1.31
N 0.12 -0.85 0.07
C 0.70 -1.67 -0.82
C 0.63 -1.33 -2.19
C 1.01 -2.02 -3.33
S 0.80 -1.03 -4.72
C 0.22 0.24 -3.71
N 0.15 -0.05 -2.44
H 2.10 -3.26 -0.68
H 3.03 -3.57 2.01
H 2.64 -2.64 4.27
H 0.96 -0.89 4.63
H -0.32 0.06 2.77
H 1.36 -3.03 -3.41
H -0.07 1.18 -4.15
Se 1.20 4.12 -1.00
Se 1.52 6.05 -2.18
Te 0.88 5.77 -4.52
Se -0.62 3.05 -1.85
C 3.66 1.54 2.53
N 2.40 1.80 1.90
C 1.35 2.62 2.46
C 0.29 2.56 1.37
O -0.72 3.20 1.31
N 0.74 1.68 0.40
C 1.99 1.33 0.72
N 2.76 0.58 -0.08
H 3.63 1.96 3.54
H 4.48 2.02 1.99
H 3.83 0.47 2.60
H 1.69 3.64 2.62
H 0.97 2.20 3.40
H 2.44 0.45 -1.03
H 3.76 0.59 0.07

Its total energy is -260794.3101 eV. The value obtained for the HOMO energy (spin up / spin down) is -4.93 / -4.92 eV. The value obtained for the LUMO energy (spin up / spin down) is -1.59 / -1.60 eV. Its total charge is 0. As for the orbital gap (spin up / spin down): 3.33 / 3.33 eV. For the energy above the lowest of the compared OMol25 structures with the same formula, charge and spin, the calculation gives 393.1 kJ/mol.

***

No. 5
ORCA calculation (ωB97M-V/def2-TZVPD) on C5H10O in the gas phase.

Geometry (Å):
O -1.35 -1.74 -0.68
C -1.80 -0.86 0.28
C -0.81 0.64 0.52
C 0.58 0.17 0.41
C 1.69 1.03 -0.08
C 1.15 -0.06 -0.96
H -0.54 -2.14 -0.33
H -1.80 -1.27 1.28
H -2.25 0.06 0.00
H -1.11 1.04 1.50
H -1.01 1.48 -0.21
H 0.81 -0.56 1.18
H 1.46 2.06 -0.34
H 2.66 0.88 0.38
H 0.55 0.22 -1.82
H 1.77 -0.94 -1.12

Its total energy is -7391.2232 eV. The value obtained for the HOMO energy is -8.46 eV. The SMILES is OCCC1CC1. The value obtained for the LUMO energy is 1.02 eV. Its total charge is 0. As for the orbital gap: 9.48 eV. For the energy above the lowest of the compared OMol25 structures with the same formula, charge and spin, the calculation gives 341.8 kJ/mol.

***

No. 6
ORCA calculation (ωB97M-V/def2-TZVPD) on C6H5BrFN2O2P in the gas phase.

Geometry (Å):
N -1.07 -3.14 -1.64
C -0.23 -2.13 -1.51
C 0.59 -0.67 -1.53
C -0.02 0.41 -0.43
C -0.41 1.81 -1.26
N -0.77 2.75 -2.11
C 1.15 0.81 0.64
C 1.42 -0.30 1.82
O 1.22 -1.63 1.69
F 1.99 0.12 3.15
P -1.63 -0.28 0.33
O -1.77 0.05 2.04
Br -3.30 0.98 -0.65
H 0.52 -0.16 -2.60
H 1.74 -0.86 -1.35
H 2.16 0.89 0.02
H 0.95 1.91 1.05
H -2.52 -0.58 2.35

Its total energy is -95420.0942 eV. The value obtained for the HOMO energy is -9.57 eV. The SMILES is N#CC[C@](C#N)(CC(=O)F)P(O)Br. The value obtained for the LUMO energy is -0.78 eV. Its total charge is 0. As for the orbital gap: 8.78 eV.